No. 1
The following is a DFT calculation (ωB97M-V with the def2-TZVPD basis set) of a single C8H12ClOPSSi molecule.

SMILES string: Cc1ccc(C[Si@@H](S)P(O)Cl)cc1
HOMO, eV: -8.5
Kohn-Sham gap, Eh: 0.3069

Cartesian coordinates (Å):
1 C -1.40037 -3.34944 1.61979
2 C -0.77839 -2.22044 0.64030
3 C 0.48402 -2.51842 -0.24594
4 C 1.03510 -1.35340 -1.12697
5 C 0.31028 0.03517 -1.10340
6 C 0.96469 1.20229 -1.99969
7 Si 1.12222 2.85016 -1.03636
8 S -0.74696 3.91873 -1.28390
9 P 1.61817 2.63175 1.10965
10 O 1.76651 0.99195 1.57465
11 Cl -0.08379 3.35466 2.17562
12 C -0.94593 0.30293 -0.23977
13 C -1.51249 -0.84602 0.64614
14 H -1.65204 -2.93253 2.66154
15 H -0.62832 -4.18025 1.73776
16 H -2.34989 -3.72358 1.08314
17 H 0.97966 -3.55030 -0.20344
18 H 1.97256 -1.51655 -1.77519
19 H 2.00000 0.88864 -2.41374
20 H 0.30756 1.34498 -2.94318
21 H 2.15166 3.68556 -1.69868
22 H -1.60408 3.67181 -0.22305
23 H 0.90997 0.63817 1.93464
24 H -1.48604 1.31558 -0.18954
25 H -2.43409 -0.64143 1.29962

Cartesian forces, eV/Å:
C 0.502 0.680 -1.128
C 0.469 1.732 -0.725
C -1.932 4.042 0.129
C -3.202 0.106 2.417
C -0.267 -1.888 1.031
C -0.286 -1.457 -0.473
Si -1.824 -1.031 -1.311
S -0.607 0.477 0.128
P 1.020 -0.855 2.563
O -1.536 1.536 -0.050
Cl 0.634 -0.647 -0.693
C 1.266 -3.544 0.442
C 3.624 -0.254 -2.448
H 0.335 -0.537 -1.731
H -1.232 0.971 -0.169
H 1.462 0.321 1.134
H -0.842 1.806 -0.092
H -1.734 0.413 1.157
H -1.614 0.271 0.857
H 0.973 0.009 1.541
H -0.080 0.044 0.255
H 1.180 -0.132 -0.578
H 0.909 0.215 -0.805
H 1.145 -1.729 -0.354
H 1.638 -0.548 -1.096

For reference, the natural (NBO) charges in units of e are: atom 1 (C): -0.65, atom 2 (C): -0.01, atom 3 (C): -0.23, atom 4 (C): -0.21, atom 5 (C): -0.01, atom 6 (C): -0.91, atom 7 (Si): 0.88, atom 8 (S): -0.46, atom 9 (P): 0.70, atom 10 (O): -0.96, atom 11 (Cl): -0.32, atom 12 (C): -0.26, atom 13 (C): -0.24, atom 14 (H): 0.23, atom 15 (H): 0.22, atom 16 (H): 0.23, atom 17 (H): 0.23, atom 18 (H): 0.23, atom 19 (H): 0.25, atom 20 (H): 0.27, atom 21 (H): -0.13, atom 22 (H): 0.19, atom 23 (H): 0.51, atom 24 (H): 0.24, atom 25 (H): 0.23

No. 2
The following is a DFT calculation (ωB97M-V with the def2-TZVPD basis set) of a 4-piece molecular cluster, C8H12F2N2O10 overall.

SMILES string: O=C1OC[C@@H](F)O1.O=C1OC[C@@H](F)O1.C[N+](=O)[O-].C[N+](=O)[O-]
HOMO, eV: -11.1
Energy above the lowest of the compared OMol25 structures with the same formula, charge and spin, kcal per mole: 24.4
Kohn-Sham gap, Eh: 0.3971

Cartesian coordinates (Å):
1 O 1.48592 -2.55656 -1.81302
2 C 1.02361 -1.87489 -0.86909
3 O 1.67809 -1.15912 0.06226
4 C 0.79156 -0.79863 1.08898
5 C -0.57214 -0.96424 0.44026
6 F -1.03021 0.13355 -0.18028
7 O -0.28181 -1.97751 -0.52054
8 H 0.86103 -1.44738 1.96214
9 H 0.81148 0.24379 1.40687
10 H -1.30414 -1.24729 1.19670
11 O 2.13761 3.84001 -2.44324
12 C 1.17725 4.49129 -1.97366
13 O 0.52054 4.33719 -0.86741
14 C -0.59792 5.16540 -0.85252
15 C -0.23424 6.13072 -1.86379
16 F 0.45130 7.18515 -1.33458
17 O 0.63403 5.51059 -2.69013
18 H -1.40915 4.66601 -1.38227
19 H -0.87620 5.71279 0.04804
20 H -0.97620 6.46313 -2.58980
21 C 4.69303 -7.13041 -0.31267
22 N 5.94421 -7.70955 -0.85250
23 O 5.84860 -8.14053 -1.99475
24 O 6.87639 -7.68505 -0.08404
25 H 5.02786 -6.27206 0.26976
26 H 4.32784 -7.98352 0.25910
27 H 4.01808 -6.78273 -1.09475
28 C -6.49685 1.22793 2.30224
29 N -5.09670 1.57058 2.51524
30 O -4.42697 0.81168 3.24100
31 O -4.69482 2.63853 2.11622
32 H -6.60487 0.14418 2.25868
33 H -6.85695 1.67820 1.37721
34 H -6.84927 1.77873 3.17432

Cartesian forces, eV/Å:
O -1.269 3.273 3.647
C 1.277 -3.755 -2.717
O 0.972 0.164 -0.702
C -1.495 0.865 0.157
C 0.626 -1.538 0.695
F -0.008 0.676 -0.453
O -1.046 0.897 0.204
H 0.281 -0.131 -0.146
H 0.905 0.039 -0.173
H -0.256 -0.476 -0.498
O -3.577 2.024 2.467
C 4.794 -2.131 -4.231
O 0.457 -1.551 2.607
C -1.770 0.231 -0.734
C -0.195 2.927 -2.286
F -0.135 0.894 0.575
O 1.338 -1.519 -0.636
H -0.530 -0.624 1.013
H 0.297 -0.902 0.371
H -0.688 0.634 0.874
C 0.167 0.365 0.256
N -1.371 0.724 -0.974
O 1.239 -0.168 0.811
O 0.656 -0.621 -0.736
H -0.360 -0.344 0.385
H -0.527 0.551 0.276
H 0.190 -0.496 -0.029
C -0.151 0.223 -0.332
N 2.434 -0.803 1.119
O -1.040 0.779 -1.217
O -0.086 0.028 -0.332
H -0.130 0.290 0.578
H 0.163 0.128 0.221
H -1.165 -0.653 -0.058

For reference, the natural (NBO) charges in units of e are: atom 1 (O): -0.57, atom 2 (C): 0.96, atom 3 (O): -0.47, atom 4 (C): -0.13, atom 5 (C): 0.43, atom 6 (F): -0.33, atom 7 (O): -0.49, atom 8 (H): 0.20, atom 9 (H): 0.22, atom 10 (H): 0.17, atom 11 (O): -0.57, atom 12 (C): 0.96, atom 13 (O): -0.45, atom 14 (C): -0.14, atom 15 (C): 0.42, atom 16 (F): -0.35, atom 17 (O): -0.47, atom 18 (H): 0.20, atom 19 (H): 0.24, atom 20 (H): 0.17, atom 21 (C): -0.49, atom 22 (N): 0.54, atom 23 (O): -0.38, atom 24 (O): -0.37, atom 25 (H): 0.23, atom 26 (H): 0.23, atom 27 (H): 0.23, atom 28 (C): -0.48, atom 29 (N): 0.52, atom 30 (O): -0.40, atom 31 (O): -0.36, atom 32 (H): 0.24, atom 33 (H): 0.23, atom 34 (H): 0.25

No. 3
The following is a DFT calculation (ωB97M-V with the def2-TZVPD basis set) of C8H12F30Na3O6P5 as an isolated structure.

HOMO (spin up / spin down), eV: -8.7 / -8.7
2S+1: 2
Kohn-Sham gap (spin up / spin down), Eh: 0.3154 / 0.0952
Charge: -1

Cartesian coordinates (Å):
1 Na -0.49945 -3.83920 -0.57511
2 Na 2.32367 -0.02107 2.56907
3 Na 1.61018 0.96230 -2.16067
4 P 0.31080 -0.76645 0.29627
5 F -1.20891 -1.37882 0.37470
6 F 0.73202 -1.78777 -0.88439
7 F -0.24926 0.27964 -0.79141
8 F 1.80947 -0.26109 0.11778
9 F 0.12344 0.30013 1.53653
10 F 0.87539 -1.83553 1.34346
11 P -0.70388 -1.83887 -4.13509
12 F -1.17033 -3.36233 -4.67902
13 F -2.26700 -1.34736 -4.29242
14 F -1.09534 -2.21319 -2.58479
15 F -0.23752 -0.36084 -3.62130
16 F 0.81844 -2.41491 -3.98295
17 F -0.56893 -1.34147 -5.70838
18 P 3.16878 3.15753 0.72845
19 F 4.69262 3.71677 0.95520
20 F 3.76779 1.92005 -0.17270
21 F 3.38074 2.09680 1.98407
22 F 1.73436 2.55670 0.40574
23 F 2.55406 4.34001 1.72544
24 F 2.99031 4.10451 -0.60740
25 P 4.60020 -0.85617 -2.90872
26 F 6.00234 -0.79412 -3.66641
27 F 5.18118 -0.13349 -1.55669
28 F 4.15346 0.62371 -3.41091
29 F 3.19564 -1.01304 -2.19886
30 F 3.94770 -1.65932 -4.12321
31 F 5.01878 -2.28265 -2.20114
32 P 5.43891 -1.10227 2.15463
33 F 4.12134 -1.10252 1.20815
34 F 4.48492 -0.84735 3.50251
35 F 5.08802 -2.68867 2.19354
36 F 6.78381 -1.22241 3.09962
37 F 6.29587 -1.23489 0.79102
38 F 5.49453 0.52937 2.04224
39 C -3.84956 1.42707 -1.46565
40 C -4.26182 1.05152 -2.87345
41 C -5.36370 1.85915 -3.58376
42 O -4.72077 2.27694 -4.81413
43 C -3.40793 1.99172 -4.71883
44 O -2.67267 2.05534 -5.68291
45 O -3.07771 1.57683 -3.48213
46 H -2.83789 1.11357 -1.20810
47 H -4.59609 1.05444 -0.76427
48 H -3.80043 2.51219 -1.37515
49 H -4.27041 -0.01454 -3.10051
50 H -5.59091 2.70058 -2.92919
51 H -6.31796 1.35720 -3.74356
52 C -2.25260 0.14116 3.86603
53 C -3.27833 -0.58573 4.71593
54 C -2.81739 -1.82601 5.46969
55 O -3.29764 -1.52428 6.75776
56 C -3.67019 -0.24606 6.86949
57 O -3.87849 0.35019 7.91108
58 O -3.74728 0.36932 5.65957
59 H -1.79722 -0.44719 3.06943
60 H -1.47803 0.35482 4.60256
61 H -2.63862 1.04898 3.40240
62 H -4.14392 -0.82802 4.09938
63 H -1.73402 -1.91624 5.54890
64 H -3.19679 -2.73475 5.00241

Cartesian forces, eV/Å:
Na 0.154 0.969 -0.574
Na 0.831 0.284 -0.495
Na 0.088 -0.213 0.247
P 0.340 0.737 -0.841
F 0.866 -0.166 0.615
F -1.112 -1.254 -0.380
F 0.283 0.315 0.331
F 0.689 1.584 0.219
F -0.590 -0.743 -0.631
F -0.576 -0.970 1.172
P -1.712 -0.295 -2.657
F 0.518 1.228 0.972
F 0.374 -0.053 0.627
F 0.433 -0.821 0.041
F 0.259 -0.327 0.018
F -1.120 0.703 -0.019
F 1.144 -0.715 1.437
P 2.156 0.840 -0.076
F -1.346 -0.232 -0.088
F 0.183 0.377 -0.870
F -0.993 0.794 0.444
F -1.446 -0.162 0.532
F 0.509 -1.573 -1.070
F 0.321 -0.351 0.841
P -1.365 -0.580 -2.699
F -0.618 0.357 0.896
F 0.732 -0.500 0.538
F 0.552 -0.581 0.171
F -0.781 0.571 1.051
F 0.668 0.258 -0.332
F 0.750 0.642 0.616
P -0.182 0.865 0.170
F -1.395 1.274 -0.286
F 0.000 -0.498 -0.279
F 1.542 -0.199 1.060
F -1.585 -0.009 -1.137
F 0.572 -0.281 0.319
F 0.707 -1.284 0.160
C -1.589 -0.176 1.062
C 1.546 0.592 0.396
C 0.420 0.228 0.853
O -1.116 -0.388 0.978
C 1.797 -0.417 -2.347
O -0.952 0.355 1.900
O 0.205 0.218 -2.398
H -0.262 -0.601 -0.208
H 0.216 -0.024 0.472
H -0.313 0.089 -0.143
H -0.216 -0.100 0.226
H 0.061 0.504 -0.353
H 0.361 -0.282 -0.471
C 0.534 -0.514 0.429
C -0.533 0.625 -2.830
C 0.519 1.092 -0.463
O -0.439 -0.919 1.148
C -0.519 2.567 1.895
O 0.236 -1.625 -1.798
O 0.404 -1.308 1.209
H -0.182 -0.270 0.077
H 0.379 0.555 -0.331
H -0.057 -0.035 0.311
H -0.129 -0.214 -0.050
H 0.136 0.086 -0.180
H -0.356 -0.030 0.574

For reference, the natural (NBO) charges in units of e are: atom 1 (Na): 0.99, atom 2 (Na): 0.97, atom 3 (Na): 0.97, atom 4 (P): 2.59, atom 5 (F): -0.59, atom 6 (F): -0.61, atom 7 (F): -0.58, atom 8 (F): -0.59, atom 9 (F): -0.59, atom 10 (F): -0.60, atom 11 (P): 2.59, atom 12 (F): -0.60, atom 13 (F): -0.60, atom 14 (F): -0.62, atom 15 (F): -0.61, atom 16 (F): -0.58, atom 17 (F): -0.58, atom 18 (P): 2.60, atom 19 (F): -0.57, atom 20 (F): -0.61, atom 21 (F): -0.62, atom 22 (F): -0.60, atom 23 (F): -0.58, atom 24 (F): -0.59, atom 25 (P): 2.56, atom 26 (F): -0.54, atom 27 (F): -0.17, atom 28 (F): -0.52, atom 29 (F): -0.58, atom 30 (F): -0.52, atom 31 (F): -0.31, atom 32 (P): 2.59, atom 33 (F): -0.61, atom 34 (F): -0.62, atom 35 (F): -0.59, atom 36 (F): -0.56, atom 37 (F): -0.54, atom 38 (F): -0.57, atom 39 (C): -0.62, atom 40 (C): 0.05, atom 41 (C): -0.10, atom 42 (O): -0.49, atom 43 (C): 0.97, atom 44 (O): -0.57, atom 45 (O): -0.49, atom 46 (H): 0.25, atom 47 (H): 0.19, atom 48 (H): 0.21, atom 49 (H): 0.21, atom 50 (H): 0.18, atom 51 (H): 0.20, atom 52 (C): -0.62, atom 53 (C): 0.06, atom 54 (C): -0.09, atom 55 (O): -0.48, atom 56 (C): 0.96, atom 57 (O): -0.58, atom 58 (O): -0.47, atom 59 (H): 0.23, atom 60 (H): 0.21, atom 61 (H): 0.24, atom 62 (H): 0.18, atom 63 (H): 0.18, atom 64 (H): 0.20

| no. | F_max (eV/Å) |
| --- | --- |
| 1 | 4.48 |
| 2 | 6.74 |
| 3 | 3.23 |